Here is a 2-piece molecular cluster, C3H11O overall from OMol25. Energies are from ωB97M-V with the def2-TZVPD basis set.

Structure (XYZ):
```
15
Properties=species:S:1:pos:R:3:forces:R:3
O -0.03417 2.41733 -0.13841 -1.51 -0.28 0.35
C -0.16153 -0.93552 -1.21845 1.36 -0.50 0.58
C 0.42213 -0.45504 1.25385 0.17 -0.14 0.39
C -0.37998 -1.30904 0.27514 0.23 -0.49 -1.20
H -0.19035 0.24796 1.81989 0.13 0.11 -0.03
H -1.45605 -1.40438 0.43900 0.13 0.33 0.51
H 0.92829 -0.83585 -1.34787 -0.15 -0.06 -0.08
H 0.95940 -1.07515 1.98233 -0.35 0.02 0.05
H -0.95890 2.77878 -0.34312 0.03 -0.49 0.21
H 0.02216 1.39988 0.10187 0.27 0.95 -0.39
H 0.56364 3.21466 -0.50932 1.15 0.18 -0.26
H 0.01455 -2.32812 0.35850 -0.19 0.05 -0.02
H -0.43014 -1.79228 -1.83811 -0.39 0.34 -0.19
H 1.24763 0.06483 0.74788 -0.28 0.09 0.00
H -0.54670 0.01193 -1.58317 -0.59 -0.11 0.10
```
Positions in Å, forces in eV/Å.

orbital gap (spin up / spin down) = 6.059 / 12.389 eV
HOMO (spin up / spin down) = -4.967 / -11.821 eV
⟨S²⟩ = 0.7515
spin multiplicity = 2

Here is what natural (NBO) gives for the atomic charges, in e: -1.092 -0.617 -0.651 -0.412 0.218 0.208 0.197 0.227 0.411 0.445 0.234 0.203 0.216 0.206 0.206


Here is the molecule C9H11N5O2 from OMol25. Energies are from ωB97M-V with the def2-TZVPD basis set.

Structure (XYZ):
```
27
Properties=species:S:1:pos:R:3:forces:R:3
O 3.43211 0.37577 -2.05870 -1.59 -1.24 -0.21
O -1.93160 -2.69863 -0.36416 1.76 1.40 1.07
N -3.76499 0.03769 2.57783 -2.92 0.30 -0.66
N 0.11252 1.56385 0.69264 1.18 0.70 -0.54
N -2.96526 -1.34261 0.98995 0.89 0.79 -0.45
N 0.51520 -1.15442 -0.61083 2.10 2.34 0.46
N -1.86407 0.64717 1.64530 1.78 -0.26 -2.35
C 1.28801 -0.21474 -1.22910 -4.89 -2.53 -0.16
C 3.30247 -1.86596 -1.04555 -0.31 2.43 -1.32
C 0.58828 1.05414 -1.71997 2.84 0.64 0.10
C -2.94638 -0.20386 1.53829 1.65 -0.87 2.81
C 2.69462 -0.53343 -1.67553 2.15 0.17 2.27
C -1.79384 -1.65838 0.32039 -1.90 -3.97 -4.01
C -0.62864 -0.78544 0.17981 0.69 2.86 -0.93
C -0.80518 0.50541 0.72278 1.63 -2.70 0.02
C 0.80450 2.06517 -0.58512 -2.50 1.36 0.15
H 4.34961 -1.61377 -0.76382 -0.78 -0.47 -0.37
H -3.26024 0.27549 3.37955 0.49 0.54 1.35
H 0.29795 3.04571 -0.86456 0.47 -1.02 0.28
H -4.36436 -0.76082 2.68623 -0.39 -0.01 0.38
H 1.81581 2.36333 -0.33006 0.27 -0.60 -0.15
H 3.19474 -2.63766 -1.79844 0.22 -0.44 0.24
H -0.48496 0.92317 -1.82317 0.02 -0.30 -0.22
H 0.78346 1.64625 1.47842 -1.15 -0.37 -0.49
H -2.11424 1.57989 1.56558 -0.82 2.37 0.69
H 1.09263 1.38632 -2.70687 -0.94 -0.33 1.65
H 2.65184 -1.99967 -0.20091 0.06 -0.76 0.39
```
Positions in Å, forces in eV/Å.

orbital gap = 7.614 eV
HOMO = -8.465 eV
SMILES = CC(=O)C1=Nc2c([nH]c(N)nc2=O)NCC1

Here is what natural (NBO) gives for the atomic charges, in e: -0.524 -0.562 -0.799 -0.688 -0.503 -0.342 -0.609 0.184 -0.701 -0.497 0.589 0.537 0.564 -0.050 0.379 -0.186 0.233 0.389 0.186 0.397 0.216 0.238 0.235 0.407 0.403 0.257 0.245


Here is C31H39BBrCaN9P as an isolated structure from OMol25. Energies are from ωB97M-V with the def2-TZVPD basis set.

Structure (XYZ):
```
83
Properties=species:S:1:pos:R:3:forces:R:3
Br -2.84671 -6.29394 -0.45837 -0.12 -0.02 0.11
Ca -0.22100 0.26148 0.10434 -0.04 0.99 0.07
P -0.11820 2.93134 -0.62622 0.01 0.62 -0.15
N 1.14786 -2.30571 0.60022 0.05 0.37 0.17
N -0.89243 -3.28673 -2.44269 0.15 -0.20 0.00
N 0.17250 -0.37443 2.38398 -0.22 -0.26 0.37
N -0.03993 -4.11055 1.82740 -0.15 0.31 0.27
N -1.75787 -1.37885 -0.24244 -0.58 -0.73 0.24
N 1.29267 -1.33197 -0.34187 0.57 -0.65 0.11
N -0.08179 -5.21476 1.04286 0.05 -0.16 -0.20
N -1.49851 -2.45598 0.56024 0.28 0.01 0.09
N -0.29158 -1.65088 2.56675 0.20 -0.12 -0.22
C -1.05858 -1.70209 3.67721 0.00 -0.03 -0.04
C 0.41014 -3.48833 -2.05944 -0.31 -0.09 -0.33
C -0.77166 2.87739 -2.38076 0.00 -0.09 0.03
C -1.55594 -5.06719 -1.00145 -0.03 -0.05 -0.07
C 0.23979 -4.52411 3.07518 0.03 0.04 0.17
C -2.15285 4.60707 0.25432 0.00 0.06 0.02
C -0.62949 4.45546 0.31572 -0.03 -0.02 0.01
C -0.22114 4.18688 1.77132 -0.01 0.03 0.02
C 2.35057 -2.87265 0.84456 -0.02 0.25 0.23
C 0.80898 -4.37505 -1.12689 -0.05 -0.33 -0.28
C 2.44681 3.78664 -1.58757 0.02 0.01 -0.03
C -2.19670 2.30230 -2.29299 0.00 0.03 -0.05
C 0.36003 -5.89961 3.10742 0.03 0.08 -0.08
C -2.65998 -3.04731 0.91244 -0.02 -0.02 0.01
C 3.29379 -2.27999 0.04023 0.04 -0.03 -0.04
C 1.70342 3.01146 -0.69459 0.05 -0.06 0.06
C 2.57855 -1.32272 -0.68296 -0.07 -0.01 0.09
C 3.83184 3.76841 -1.55639 0.01 -0.02 0.02
C -0.82056 4.19404 -3.15588 -0.02 -0.02 -0.08
C -0.28310 0.32773 3.42298 0.10 -0.02 -0.03
C -1.05837 -0.46416 4.27383 -0.03 0.06 0.03
C 4.50502 2.98357 -0.62560 0.01 0.01 -0.02
C 3.78771 2.21994 0.28081 -0.04 0.02 -0.03
C -0.18515 -5.25743 -0.45840 0.12 -0.12 0.00
C -3.69868 -2.39511 0.29325 -0.05 -0.04 0.02
C -3.08105 -1.36349 -0.41407 0.12 0.02 -0.07
C 0.16101 -6.29149 1.79748 -0.07 -0.18 -0.01
C -1.82211 -4.11945 -1.95106 0.22 0.14 -0.11
C 2.39858 2.23478 0.23808 0.00 0.00 -0.01
C 0.09257 1.85742 -3.13806 -0.01 0.05 -0.04
C 0.06007 5.73104 -0.16780 -0.01 0.06 0.02
B -0.16743 -2.62766 1.34604 -0.09 0.33 0.15
H 0.16022 4.64771 -3.28678 -0.01 -0.01 0.01
H 0.17884 -7.27462 1.35370 -0.02 0.04 -0.01
H -2.83109 -4.00980 -2.33095 0.01 0.00 -0.03
H 0.57764 -6.52408 3.95632 -0.01 0.02 -0.03
H -1.47672 4.92270 -2.68282 0.00 0.00 0.00
H 4.39067 4.37695 -2.25561 -0.01 -0.01 0.02
H 0.84184 3.95602 1.86761 0.00 0.02 -0.01
H -1.57337 -2.60370 3.97365 0.06 0.03 -0.01
H 1.94905 4.42040 -2.30832 0.00 -0.01 0.01
H -0.35436 1.66309 -4.11563 0.00 0.00 0.02
H 0.36652 -3.80663 3.87002 -0.04 -0.05 -0.06
H -0.01616 1.36921 3.52642 -0.03 -0.01 -0.02
H -2.21604 1.32464 -1.79531 0.02 -0.01 -0.01
H -1.22071 3.99746 -4.15449 0.01 0.01 0.02
H -2.88406 2.96001 -1.76539 -0.01 0.01 0.01
H 1.14081 5.68299 -0.02950 -0.02 -0.01 -0.01
H -0.80669 3.36947 2.20185 0.02 -0.01 -0.01
H 0.08413 -6.30392 -0.64180 0.09 -0.04 -0.04
H 4.30216 1.62513 1.02469 -0.01 0.00 -0.01
H 2.47015 -3.65175 1.58002 -0.01 -0.03 -0.04
H -2.49760 4.93420 -0.72611 0.01 -0.01 0.00
H 0.14779 0.88458 -2.62848 -0.01 -0.02 0.02
H -0.41629 5.08130 2.36765 -0.01 -0.03 -0.01
H 1.86407 1.65949 0.99448 0.00 0.00 0.01
H 4.34309 -2.51334 -0.01998 -0.02 0.03 0.01
H 1.85590 -4.50260 -0.87894 -0.17 -0.08 -0.16
H 5.58705 2.97847 -0.60266 -0.02 0.01 0.00
H -0.30961 6.57186 0.42517 0.02 -0.02 -0.02
H -0.14777 5.95244 -1.21380 0.00 -0.01 0.02
H -3.53644 -0.61999 -1.05038 0.01 0.01 0.01
H -2.58798 2.15018 -3.30160 0.01 0.01 0.01
H -1.54803 -0.17695 5.18884 0.03 -0.01 -0.03
H 2.93704 -0.62123 -1.42094 0.00 0.00 0.00
H 1.14318 -2.87462 -2.56872 -0.09 -0.06 -0.03
H 1.11221 2.20411 -3.29330 0.01 0.01 0.00
H -2.46118 5.36666 0.97655 0.01 -0.01 -0.02
H -2.67075 3.68043 0.51450 0.01 0.00 0.02
H -4.74821 -2.63267 0.34353 0.05 0.01 -0.01
H -2.68031 -3.89892 1.57530 0.01 0.00 -0.06
```
Positions in Å, forces in eV/Å.

orbital gap (spin up / spin down) = 8.544 / 7.249 eV
HOMO (spin up / spin down) = -13.463 / -14.028 eV
⟨S²⟩ = 0.7960
spin multiplicity = 2
net charge = +2

Here is what Löwdin gives for the atomic charges, in e: 0.888 1.273 1.036 -0.030 0.114 -0.061 0.102 -0.091 -0.105 0.013 -0.006 -0.011 -0.069 -0.132 -0.697 -0.633 -0.015 -0.088 -0.699 -0.101 -0.069 -0.009 -0.084 -0.097 0.031 -0.096 -0.011 -0.375 -0.117 -0.043 -0.067 -0.123 -0.016 -0.052 -0.069 -0.248 -0.015 -0.112 0.003 -0.197 -0.145 -0.084 -0.068 -0.629 0.072 0.152 0.119 0.128 0.074 0.119 0.075 0.132 0.099 0.103 0.137 0.111 0.044 0.100 0.071 0.083 0.065 0.157 0.115 0.138 0.073 0.062 0.100 0.070 0.118 0.120 0.117 0.100 0.072 0.117 0.102 0.115 0.127 0.114 0.079 0.099 0.079 0.120 0.125


Here is the molecule C15H12BCl2N3O4 from OMol25. Energies are from ωB97M-V with the def2-TZVPD basis set.

Structure (XYZ):
```
37
Properties=species:S:1:pos:R:3:forces:R:3
Cl -0.57034 -2.72777 -4.09594 -0.63 -0.81 -0.69
Cl 1.67304 -0.92474 -4.87966 0.21 0.52 0.55
O -1.60683 -3.04562 -0.24281 0.70 1.10 -0.93
O -3.97906 1.75998 -0.60271 -0.70 -1.73 -0.11
O -3.19581 -0.47559 -0.90518 -0.69 1.20 0.07
O -1.07958 -4.53466 -1.66354 1.26 1.96 -0.36
N -0.88322 -3.41162 -1.17484 -1.39 -2.86 1.71
N 0.86594 -2.05772 0.78137 0.75 1.27 1.47
N 2.11661 -0.20179 0.37909 -0.21 1.53 0.70
C 1.37746 -1.18234 -3.17133 -0.01 0.29 -0.77
C 0.25767 -2.57970 -1.53147 1.03 1.04 -1.81
C 2.06685 1.31139 0.57606 1.03 -1.17 2.44
C -1.75297 1.39749 0.36642 2.92 -0.83 -0.57
C 0.46230 2.71118 1.79741 -4.53 -0.77 -1.60
C 1.03285 -1.90116 -0.55901 -0.51 -0.25 -0.01
C -0.87960 3.05954 1.95816 -1.24 0.88 -0.37
C 1.46391 -1.00997 1.33389 0.32 -0.73 -1.26
C 1.83397 -0.75904 -0.83903 -1.52 -1.08 -2.71
C 0.47744 -2.22950 -2.88281 -0.14 0.29 2.12
C -1.95373 2.43377 1.23494 0.72 0.47 1.52
C 1.48295 -0.72194 2.78683 -0.89 -0.52 0.15
C 1.91016 -0.33760 -2.22240 1.31 0.17 2.37
C 0.69027 1.72158 0.89918 -1.36 -1.53 -1.92
C -0.34451 1.08209 0.20134 -1.68 -1.44 0.48
B -3.01727 0.78369 -0.38973 0.79 0.42 -0.27
H 2.04545 0.09599 3.15516 0.41 1.25 -0.34
H 2.63323 1.58965 1.53397 0.05 -0.55 -1.79
H 2.38033 1.88610 -0.27790 0.75 -0.33 -0.40
H -2.56565 -1.16826 -0.74275 0.62 -0.44 0.44
H -4.76835 1.27151 -0.92589 0.42 0.73 0.04
H -0.09174 0.08916 -0.24868 -0.50 1.51 -0.20
H -3.00323 2.56986 1.45020 0.06 1.09 0.30
H 0.46268 -0.65680 3.16466 -0.07 0.20 -0.14
H 1.91204 -1.52425 3.33546 0.35 -1.21 0.19
H -1.14195 3.95631 2.53783 0.13 -0.68 0.14
H 2.45430 0.61006 -2.41364 -0.44 -0.93 -0.47
H 1.23442 3.12072 2.27730 2.69 1.92 2.03
```
Positions in Å, forces in eV/Å.

orbital gap = 7.951 eV
HOMO = -8.827 eV
SMILES = Cc1nc2c([N+](=O)[O-])c(Cl)c(Cl)cc2n1Cc1cccc(B(O)O)c1

Here is what natural (NBO) gives for the atomic charges, in e: 0.104 0.028 -0.376 -0.879 -0.898 -0.335 0.497 -0.445 -0.377 -0.057 0.081 -0.222 -0.345 -0.212 0.088 -0.189 0.444 0.131 -0.104 -0.180 -0.684 -0.213 -0.073 -0.181 1.099 0.228 0.216 0.233 0.516 0.493 0.211 0.227 0.257 0.251 0.214 0.245 0.204


Here is a 2-piece molecular cluster, C10H17ClINO5P2 overall from OMol25. Energies are from ωB97M-V with the def2-TZVPD basis set.

Structure (XYZ):
```
37
Properties=species:S:1:pos:R:3:forces:R:3
I 1.40434 0.74235 -3.08086 -0.06 0.10 0.03
Cl 1.36695 1.89979 5.11702 -0.06 0.18 0.35
P 0.10561 3.01747 0.86269 -0.10 -0.18 1.15
P -0.59483 -2.04280 -1.44219 -0.89 0.40 -1.24
O 1.80135 1.28451 6.34295 -0.02 -0.04 -0.14
O 2.43499 2.67703 4.54112 0.00 -0.15 -0.06
O 0.21483 2.72803 5.35921 0.07 -0.11 -0.12
O 0.94390 3.42516 1.99121 0.41 0.82 -0.05
O 0.99935 0.84295 4.16429 -0.14 -0.19 0.17
N 0.16694 -0.91096 -0.27617 -0.10 -0.74 -0.01
C -0.69850 1.09896 -2.78430 -0.52 -0.23 -0.30
C 1.30936 0.74424 1.59916 0.08 0.22 -0.17
C -0.16992 0.40499 -0.30837 0.45 0.07 0.70
C -1.15476 0.96466 -1.30452 0.52 0.06 0.09
C 0.68449 -3.27269 -1.90230 -0.25 -0.11 0.47
C -1.76071 -2.93045 -0.33131 1.15 0.64 0.54
C 1.62505 -0.60425 1.58535 -0.15 -0.63 -0.29
C 1.03759 -1.40623 0.63672 0.21 0.65 0.56
C -1.54966 0.29850 -3.79159 -0.16 0.12 0.42
C 0.41613 1.22806 0.64703 -0.37 0.13 -0.72
H -1.27180 3.10141 1.17074 -0.05 -0.02 -0.56
H -1.21538 -3.30571 0.53611 -0.17 -0.39 0.02
H -0.83454 2.13811 -3.05398 0.38 0.19 0.08
H -1.35475 1.97339 -0.95279 -0.14 0.08 0.06
H 1.23819 -2.46478 0.60220 -0.06 -0.11 -0.14
H -2.18808 -0.39329 -3.25390 0.02 -0.24 -0.07
H 0.50170 -4.21192 -1.38203 0.26 -0.05 0.14
H -2.21248 0.97718 -4.32406 0.08 0.09 -0.17
H -2.10377 0.43945 -1.22420 -0.07 -0.17 -0.20
H -2.27967 -3.71517 -0.86694 -0.08 -0.08 -0.06
H 1.70502 -2.93092 -1.75732 0.06 0.05 0.08
H 0.28337 3.71029 -0.35505 -0.17 -0.31 -0.15
H -0.95050 -0.25406 -4.50380 0.00 -0.06 -0.12
H -2.44211 -2.17091 0.04450 -0.34 -0.09 -0.10
H 0.54511 -3.45960 -2.96313 0.01 0.07 -0.14
H 1.71168 1.42338 2.34515 0.10 -0.08 -0.18
H 2.28550 -1.04617 2.31336 0.08 0.10 0.12
```
Positions in Å, forces in eV/Å.

orbital gap = 6.687 eV
HOMO = -8.120 eV

Here is what natural (NBO) gives for the atomic charges, in e: 0.100 2.547 1.520 0.972 -0.854 -0.861 -0.855 -1.030 -0.935 -0.557 -0.292 -0.018 0.323 -0.488 -0.969 -0.945 -0.206 0.070 -0.637 -0.435 -0.075 0.231 0.227 0.230 0.223 0.218 0.239 0.221 0.248 0.257 0.261 -0.076 0.231 0.247 0.261 0.343 0.264


Here is the molecule C5H4N2O from OMol25. Energies are from ωB97M-V with the def2-TZVPD basis set.

Structure (XYZ):
```
12
Properties=species:S:1:pos:R:3:forces:R:3
O 3.01776 -0.91490 0.36456 0.62 0.25 -0.34
N 0.36442 -1.20105 0.09970 -1.11 -0.01 -2.42
N 0.93745 0.00536 0.23263 -2.20 0.39 0.82
C 0.25301 1.13640 0.31060 -0.48 1.97 -0.59
C -0.88715 -1.14350 -0.38935 1.29 -1.42 1.41
C -1.79304 -0.06592 -0.41588 0.36 2.03 -0.69
C -1.17201 1.12150 -0.02873 -0.24 1.01 0.07
C 2.36528 0.06742 0.46057 -0.17 -0.10 1.74
H -1.19926 -2.11335 -0.70085 -0.46 -0.67 0.10
H -1.65996 2.19801 -0.03599 0.72 -2.64 0.18
H -2.85597 -0.15672 -0.83449 1.81 0.06 0.77
H 2.62947 1.06676 0.93724 -0.14 -0.87 -1.05
```
Positions in Å, forces in eV/Å.

orbital gap = 7.517 eV
HOMO = -8.412 eV

Here is what natural (NBO) gives for the atomic charges, in e: -0.469 -0.183 -0.279 -0.041 0.007 -0.217 -0.232 0.560 0.206 0.235 0.245 0.168


These records have E values of -195.96891 -773.73251 -5314.94910 -1989.24368 -2262.46350 -377.54178 hartree, in the order they appear.
These records have max |F| values of 1.6 6.0 1.0 4.9 1.6 2.7 eV/A, in the order they appear.